A structure of composition C20H36CoN2Si2, computed with ωB97M-V/def2-TZVPD.

Positions of all 61 atoms, in Å:
C: -3.8864 -0.2198 -0.9574
C: -4.1388 0.9151 -1.9744
H: -3.0200 -0.8348 -1.2476
H: -4.7819 -0.8533 -0.9273
H: -3.7462 0.1729 0.0553
H: -3.7354 0.6676 -2.9662
H: -5.2186 1.0675 -2.1174
H: -3.7326 1.8703 -1.6289
C: -0.3305 -2.9054 -1.1600
C: 0.5240 -4.0054 -1.3606
C: 1.7274 -3.8246 -2.0664
C: 2.0474 -2.5549 -2.5336
H: -1.2678 -3.0144 -0.6085
H: 0.2580 -4.9870 -0.9429
H: 2.3920 -4.6541 -2.2905
H: 2.9075 -2.3447 -3.1689
N: -0.0042 -1.6448 -1.5789
C: 1.1769 -1.4911 -2.2718
C: 1.5384 -0.1264 -2.6087
N: 0.7307 0.8373 -2.0499
C: 1.1047 2.1419 -2.1484
C: 3.0303 1.5669 -3.4760
C: 2.2488 2.5376 -2.8429
H: 0.4718 2.8689 -1.6410
H: 2.4665 3.6042 -2.8685
C: 2.6852 0.2248 -3.3336
H: 3.2712 -0.5581 -3.8001
H: 3.8789 1.8756 -4.0821
Co: -0.6018 0.1409 -0.7810
C: -1.4043 1.8431 -0.5461
H: -1.6973 2.1678 -1.5672
H: -0.7648 2.6420 -0.1595
H: -2.3143 1.8384 0.0639
C: -2.0289 1.0629 2.7435
Si: -1.2132 -0.5767 2.3579
C: -0.6329 -1.2367 4.0178
C: -2.4767 -1.8395 1.7688
C: 0.1742 -0.3540 1.0502
Si: 1.6912 0.7615 1.5117
C: 2.2855 0.5773 3.2886
C: 3.1882 0.3344 0.4641
C: 1.3453 2.5973 1.2890
H: -2.9481 0.8925 3.3210
H: -2.3005 1.6589 1.8722
H: -1.3537 1.6780 3.3492
H: -1.4278 -1.0788 4.7655
H: -0.4320 -2.3121 3.9487
H: 0.2788 -0.7503 4.3799
H: -2.6183 -1.8656 0.6847
H: -2.1785 -2.8510 2.0755
H: -3.4535 -1.6362 2.2284
H: 0.6051 -1.3672 0.9585
H: 2.3621 -0.4774 3.5799
H: 3.2850 1.0324 3.3770
H: 1.6225 1.0886 3.9966
H: 3.3080 0.9856 -0.4093
H: 4.0898 0.4518 1.0833
H: 3.1618 -0.7041 0.1169
H: 1.5711 2.9452 0.2724
H: 0.3024 2.8426 1.5153
H: 1.9776 3.1767 1.9796

DFT total energy in eV: -77686.3365
ΔE to the lowest compared entry with this formula, charge and spin in kJ/mol: 34.86
Orbital gap (spin up / spin down) in eV: 5.23 / 7.26
LUMO level (spin up / spin down) in eV: -0.732 / -0.805
Spin multiplicity: 4
Highest occupied orbital energy (spin up / spin down) in hartree: -0.2192 / -0.2963

Taken from the Löwdin analysis, the atomic charges in e are: number 1, C, carries -0.180; number 2, C, carries -0.165; number 3, H, carries 0.035; number 4, H, carries 0.070; number 5, H, carries 0.051; number 6, H, carries 0.067; number 7, H, carries 0.062; number 8, H, carries 0.035; number 9, C, carries -0.085; number 10, C, carries -0.040; number 11, C, carries -0.050; number 12, C, carries -0.006; number 13, H, carries 0.104; number 14, H, carries 0.112; number 15, H, carries 0.109; number 16, H, carries 0.105; number 17, N, carries 0.030; number 18, C, carries -0.198; number 19, C, carries -0.194; number 20, N, carries 0.040; number 21, C, carries -0.102; number 22, C, carries -0.048; number 23, C, carries -0.043; number 24, H, carries 0.092; number 25, H, carries 0.113; number 26, C, carries -0.008; number 27, H, carries 0.102; number 28, H, carries 0.112; number 29, Co, carries 0.534; number 30, C, carries -0.260; number 31, H, carries 0.003; number 32, H, carries -0.022; number 33, H, carries -0.029; number 34, C, carries -0.184; number 35, Si, carries 0.403; number 36, C, carries -0.189; number 37, C, carries -0.192; number 38, C, carries -0.406; number 39, Si, carries 0.431; number 40, C, carries -0.209; number 41, C, carries -0.177; number 42, C, carries -0.184; number 43, H, carries 0.033; number 44, H, carries -0.006; number 45, H, carries 0.032; number 46, H, carries 0.035; number 47, H, carries 0.027; number 48, H, carries -0.001; number 49, H, carries -0.021; number 50, H, carries 0.029; number 51, H, carries 0.037; number 52, H, carries -0.015; number 53, H, carries 0.028; number 54, H, carries 0.028; number 55, H, carries 0.027; number 56, H, carries 0.014; number 57, H, carries 0.029; number 58, H, carries 0.024; number 59, H, carries 0.007; number 60, H, carries 0.017; number 61, H, carries 0.035